{
  "formula": "C37H60BN8O10Pb",
  "method": "ωB97M-V with the def2-TZVPD basis set",
  "total_charge": -1,
  "max_force_ev_per_a": 6.26,
  "species": ["Pb", "O", "C", "O", "B", "O", "C", "O", "O", "C", "O", "C", "O", "O", "O", "H", "C", "O", "H", "H", "H", "C", "C", "C", "C", "N", "H", "H", "H", "H", "H", "H", "H", "C", "C", "C", "C", "N", "H", "H", "H", "H", "H", "H", "H", "C", "C", "C", "C", "N", "H", "H", "H", "H", "H", "H", "H", "C", "C", "C", "C", "N", "H", "H", "H", "H", "H", "H", "H", "C", "C", "C", "C", "N", "H", "H", "H", "H", "H", "H", "H", "C", "C", "C", "C", "N", "H", "H", "H", "H", "H", "H", "H", "C", "C", "C", "C", "N", "H", "H", "H", "H", "H", "H", "H", "C", "C", "C", "C", "N", "H", "H", "H", "H", "H", "H", "H"],
  "coordinates": [[-6.1389, 4.8582, 4.0593], [-2.8185, 1.3071, 2.2501], [-1.7206, 0.8028, 2.0146], [-0.8500, 0.9307, 1.0161], [0.1348, -0.1157, 1.0164], [-0.1750, -1.0119, 2.1564], [-1.2827, -0.5255, 2.7093], [-1.9158, -1.1014, 3.6089], [1.5422, 0.4678, 1.1322], [2.1945, 0.1477, 0.0284], [3.3799, 0.4958, -0.2672], [1.2554, -0.5716, -0.9694], [0.1755, -0.7900, -0.3380], [1.4989, -0.7982, -2.1568], [-8.3097, 1.7939, 4.1629], [-7.7773, 1.3742, 4.8664], [-5.3360, 4.8855, -0.9356], [-6.2666, 4.4167, 0.0310], [-4.3564, 4.5155, -0.6330], [-5.4777, 4.5113, -1.9495], [-5.1917, 5.9656, -0.9632], [-5.4912, -1.4162, -6.0150], [-4.1999, -0.6228, -5.8163], [-3.4094, -1.0325, -4.5919], [-4.1333, -0.9154, -3.3277], [-4.7450, -0.8830, -2.3474], [-5.1867, -2.3010, -6.5740], [-6.3637, -0.9739, -6.4959], [-5.8239, -1.8181, -5.0579], [-4.5538, 0.3831, -5.5902], [-3.6109, -0.7613, -6.7229], [-2.5250, -0.4251, -4.3994], [-3.1558, -2.0905, -4.6592], [0.4943, -8.0045, -2.7484], [1.3244, -8.1134, -4.0490], [1.3450, -6.7275, -4.7548], [0.0173, -6.2716, -5.3429], [-0.9492, -5.9163, -5.7726], [0.5684, -8.9425, -2.1981], [-0.5250, -7.7618, -3.0484], [0.9140, -7.1176, -2.2736], [1.0233, -8.8908, -4.7513], [2.3376, -8.3466, -3.7218], [2.1279, -6.6766, -5.5115], [1.7252, -5.9356, -4.1095], [-7.5553, -2.3250, 8.8155], [-7.2189, -0.9313, 8.2104], [-5.7619, -0.5403, 8.4235], [-5.5901, 0.8786, 8.0805], [-5.4693, 1.9781, 7.7777], [-7.5668, -2.3362, 9.9053], [-6.8041, -3.0288, 8.4570], [-8.5335, -2.6503, 8.4615], [-7.7620, -0.1709, 8.7715], [-7.5156, -0.8557, 7.1643], [-5.0655, -1.1367, 7.8340], [-5.4109, -0.7681, 9.4300], [-5.7051, -5.9850, -0.5092], [-4.3571, -5.6590, 0.2349], [-4.5094, -5.4854, 1.7810], [-5.4977, -4.4026, 2.0430], [-6.2747, -3.5793, 2.1759], [-6.1342, -6.9182, -0.1443], [-5.6380, -6.1113, -1.5898], [-6.4243, -5.1975, -0.2843], [-3.8928, -4.7513, -0.1507], [-3.6850, -6.5147, 0.1715], [-3.5603, -5.1695, 2.2141], [-4.7207, -6.5019, 2.1129], [6.7949, 7.1239, -0.8185], [7.2774, 6.2367, 0.2946], [8.2767, 5.1128, -0.1662], [9.3204, 5.6646, -1.0294], [10.0937, 6.1045, -1.7298], [5.8637, 7.6431, -0.5920], [6.5682, 6.6177, -1.7568], [7.5641, 7.8641, -1.0388], [6.3689, 5.9215, 0.8076], [7.7517, 6.9676, 0.9495], [7.6993, 4.3244, -0.6491], [8.7330, 4.6581, 0.7131], [8.2237, 0.2598, -3.7402], [9.4765, -0.5104, -3.0372], [9.1442, -0.9481, -1.6502], [8.0789, -2.0331, -1.5382], [7.2302, -2.8569, -1.6213], [7.5288, -0.4851, -4.1278], [8.5732, 0.7365, -4.6560], [7.7008, 0.9894, -3.1218], [10.3782, 0.0922, -3.1463], [9.8381, -1.3405, -3.6441], [8.9835, -0.0922, -0.9946], [10.0138, -1.5854, -1.4901], [1.8032, 3.1268, 5.7242], [1.3469, 3.4447, 7.1031], [1.3467, 2.1236, 7.8808], [0.6281, 2.0962, 9.1134], [0.0171, 2.0598, 10.0674], [2.8649, 2.9693, 5.5339], [1.5197, 3.9582, 5.0788], [1.2159, 2.2499, 5.4518], [0.3503, 3.8741, 7.0003], [1.9848, 4.1301, 7.6611], [2.3831, 1.7908, 7.9368], [0.8725, 1.2861, 7.3690], [0.3771, 4.3371, -6.5738], [0.7938, 3.6986, -5.2157], [2.2256, 4.1504, -4.8050], [3.1795, 3.8333, -5.8572], [3.9261, 3.5775, -6.6619], [1.0791, 3.9632, -7.3191], [0.3195, 5.4255, -6.5840], [-0.5562, 3.9775, -7.0071], [0.8979, 2.6138, -5.2374], [0.0357, 4.0893, -4.5370], [2.5738, 3.6840, -3.8834], [2.2173, 5.2403, -4.8012]],
  "mulliken_charge": [0.964, -0.620, 0.594, -0.473, 0.990, -0.411, 0.653, -0.656, -0.466, 0.575, -0.693, 0.650, -0.479, -0.681, -0.732, 0.206, -0.503, -0.556, 0.166, 0.222, 0.224, -1.114, -0.306, -0.318, 0.162, -0.442, 0.299, 0.304, 0.315, 0.288, 0.302, 0.265, 0.251, -1.028, -0.462, -0.536, 0.224, -0.377, 0.332, 0.307, 0.290, 0.325, 0.304, 0.311, 0.312, -1.207, -0.332, -0.379, 0.123, -0.416, 0.324, 0.311, 0.348, 0.295, 0.322, 0.309, 0.308, -1.086, -0.442, -0.403, 0.180, -0.382, 0.295, 0.318, 0.336, 0.333, 0.264, 0.273, 0.315, -1.192, -0.405, -0.342, 0.271, -0.412, 0.353, 0.311, 0.332, 0.355, 0.227, 0.225, 0.276, -1.071, -0.634, -0.221, 0.207, -0.446, 0.323, 0.336, 0.288, 0.366, 0.327, 0.316, 0.212, -1.069, -0.285, -0.469, 0.154, -0.420, 0.336, 0.325, 0.257, 0.314, 0.279, 0.319, 0.265, -1.187, -0.357, -0.342, 0.187, -0.425, 0.359, 0.301, 0.326, 0.311, 0.264, 0.306, 0.257]
}

***

{
  "formula": "C4H32BO24",
  "method": "ωB97M-V with the def2-TZVPD basis set",
  "total_charge": -1,
  "relative_energy_kcal_mol": 28.4,
  "max_force_ev_per_a": 1.04,
  "species": ["O", "C", "O", "B", "O", "C", "O", "O", "C", "O", "C", "O", "O", "O", "H", "H", "O", "H", "H", "O", "H", "H", "O", "H", "H", "O", "H", "H", "O", "H", "H", "O", "H", "H", "O", "H", "H", "O", "H", "H", "O", "H", "H", "O", "H", "H", "O", "H", "H", "O", "H", "H", "O", "H", "H", "O", "H", "H", "O", "H", "H"],
  "coordinates": [[-0.4407, -3.0492, 1.0054], [-0.3499, -1.9011, 0.6701], [0.2699, -0.9389, 1.3138], [0.2490, 0.2943, 0.4775], [-0.5750, -0.0722, -0.7109], [-0.9420, -1.3171, -0.6246], [-1.6406, -1.9153, -1.4102], [1.6096, 0.7554, 0.1738], [1.7531, 2.0382, 0.4880], [2.7199, 2.7113, 0.3089], [0.3954, 2.4805, 1.0867], [-0.3890, 1.4273, 1.1416], [0.0803, 3.5855, 1.4289], [-4.2852, -3.3130, -1.4286], [-3.8689, -2.5451, -1.8361], [-4.8117, -2.9544, -0.7065], [-1.4383, -3.3994, 3.5979], [-0.5109, -3.5003, 3.8518], [-1.4226, -3.5250, 2.6386], [-0.5842, 5.7920, 0.0065], [-0.4329, 5.1947, 0.7619], [-0.9518, 5.2189, -0.6738], [4.9021, 0.9003, -0.3339], [4.6982, -0.0235, -0.5108], [4.0846, 1.3748, -0.5414], [-3.3036, -1.2860, -3.6909], [-4.2393, -1.1443, -3.5128], [-2.8470, -1.0500, -2.8686], [1.3146, 3.4303, -2.1776], [0.4345, 3.7975, -2.3364], [1.8294, 4.1671, -1.8308], [-2.9235, 3.5925, 3.1701], [-2.0617, 3.6686, 2.7366], [-3.1366, 4.4872, 3.4513], [-1.3354, 2.7436, -2.6284], [-0.7241, 2.0006, -2.7773], [-2.2008, 2.3828, -2.8365], [-3.1154, 0.8515, 2.7834], [-2.1947, 1.0072, 2.5551], [-3.4929, 1.7449, 2.7948], [1.2829, -2.7620, 4.0476], [0.9258, -2.7744, 3.1484], [2.1679, -2.3965, 3.9479], [0.8512, -6.1431, 0.5992], [0.6377, -5.2273, 0.3891], [0.1855, -6.6534, 0.1281], [5.7643, 4.2084, 0.6377], [6.3601, 3.7727, 1.2541], [4.8967, 4.1492, 1.0524], [1.1925, -3.4320, -3.0122], [1.0979, -3.1300, -3.9212], [0.3125, -3.3307, -2.6273], [-1.8602, -4.9255, -1.8997], [-2.4612, -4.4629, -1.2988], [-1.6778, -4.2798, -2.5862], [-0.3928, 0.3554, -3.7350], [0.0765, -0.4184, -3.4032], [0.1878, 0.7273, -4.4089], [3.5120, 0.6227, 2.9528], [2.9946, 1.2157, 3.5069], [3.8239, 1.1727, 2.2214]],
  "nbo_charge": [-0.597, 0.709, -0.636, 1.199, -0.637, 0.699, -0.633, -0.661, 0.721, -0.577, 0.711, -0.659, -0.613, -0.952, 0.480, 0.471, -0.958, 0.474, 0.477, -0.967, 0.492, 0.466, -0.959, 0.465, 0.487, -0.950, 0.461, 0.487, -0.967, 0.487, 0.479, -0.962, 0.491, 0.475, -0.992, 0.506, 0.477, -0.961, 0.469, 0.485, -0.961, 0.479, 0.482, -0.951, 0.482, 0.470, -0.939, 0.465, 0.475, -0.938, 0.463, 0.475, -0.958, 0.496, 0.459, -0.948, 0.483, 0.478, -0.946, 0.464, 0.483]
}

***

Number 1: LUMO energy -1.3732 eV. Number 2: LUMO energy 1.9689 eV.